# 1
20
Properties=species:S:1:pos:R:3:forces:R:3:nbo_charge:R:1 method="wB97M-V/def2-TZVPD" homo_energy_ev=-13.951 charge=+1 e_tot_ev=-13900.8342 multiplicity=1 de_lowest_kcal_mol=122.8
C -0.9156 -1.9394 -0.7301 -0.857 0.300 0.555 -0.666
C 0.0102 -1.2306 0.2120 -1.479 -1.000 -0.568 0.131
C 0.8061 -2.1344 1.0324 0.525 -0.072 1.919 0.705
O 0.6717 -3.2849 1.3215 0.442 1.470 -0.820 -0.448
O 1.7932 -1.2811 1.6080 -0.919 0.140 -0.456 -0.294
N 1.4049 0.0472 1.3594 -0.026 -0.059 1.016 -0.122
N 0.3127 0.0095 0.4464 2.427 -3.515 -0.297 0.112
N 0.0148 1.0430 -0.2713 -0.813 3.542 -0.754 -0.181
C -1.3493 1.1338 -0.8482 0.266 -1.252 2.027 -0.407
C 0.6951 2.3163 0.1211 1.169 0.383 -1.695 -0.466
H -1.6263 -2.5581 -0.1290 0.065 0.872 -0.387 0.288
H -0.3086 -2.7235 -1.1153 0.670 -0.599 -0.806 0.276
H -1.3790 -1.3728 -1.5573 0.298 -0.666 0.811 0.244
H 2.2463 0.5402 1.0398 -0.500 -0.137 -0.537 0.409
H -1.4135 2.0192 -1.3681 0.163 1.868 -1.336 0.239
H -1.5456 0.3056 -1.4901 -0.141 -0.046 -0.337 0.219
H -2.0994 1.2042 -0.0550 0.022 -0.290 0.072 0.224
H 0.9303 2.2946 1.2089 -0.331 0.517 -0.834 0.240
H 1.6507 2.4063 -0.5399 -1.301 -0.274 1.457 0.236
H 0.1012 3.2047 -0.2452 0.320 -1.183 0.970 0.263

# 2
41
Properties=species:S:1:pos:R:3:forces:R:3:nbo_charge:R:1 method="wB97M-V/def2-TZVPD" homo_energy_ev=-9.051 e_tot_ev=-40560.2804 multiplicity=1 de_lowest_kcal_mol=32.5
C 0.4391 -2.0371 -2.6966 -2.835 -2.351 -0.727 -0.628
C 1.3489 -1.0869 -2.0782 2.739 -1.206 1.410 -0.450
N 0.7952 0.1457 -1.5109 -2.238 -0.387 -1.106 -0.592
C 1.6689 1.1512 -1.3022 0.883 -0.142 -0.831 0.643
O 2.8657 0.9151 -1.5339 -0.361 1.044 0.217 -0.668
C 1.1772 2.4487 -0.7615 0.147 0.377 -0.438 -0.087
C 1.6883 3.7590 -1.1820 -1.720 -1.067 1.862 -0.178
C 1.2417 4.8554 -0.4221 0.055 -0.624 -1.845 -0.220
C 0.3020 4.7146 0.6061 -0.020 0.525 -0.715 -0.191
C -0.2392 3.4716 0.8993 0.207 0.185 1.518 -0.217
C 0.2293 2.2918 0.2702 0.914 2.346 0.793 0.126
N -0.0330 1.0262 0.8561 -1.979 -0.823 1.864 -0.844
S -1.0987 0.7719 2.2108 -0.660 1.053 0.865 2.172
O -2.2141 1.7602 2.0971 2.524 -2.089 0.766 -0.902
O -0.2302 0.5900 3.4391 -2.747 0.512 -3.503 -0.881
C -1.8594 -0.8455 1.7304 0.709 1.084 0.025 -0.262
C -2.0808 -1.8364 2.6494 -0.405 0.194 2.238 -0.199
C -2.4647 -3.1291 2.2489 0.805 0.241 3.263 -0.188
C -2.6950 -3.4472 0.9621 0.908 0.759 0.366 -0.211
C -2.5411 -2.4103 0.0759 -0.275 -0.023 -1.935 -0.180
C -2.1606 -1.0922 0.4153 -0.271 -1.696 -1.624 -0.212
B 2.0394 -1.8708 -0.9144 0.744 -2.031 3.753 1.130
O 1.7157 -3.2271 -0.6131 -0.008 1.178 -0.631 -0.924
O 2.8831 -1.2466 0.0215 -1.662 -3.675 0.064 -0.893
H -0.2245 -2.5474 -1.9234 0.299 1.108 -0.832 0.219
H 0.8223 -3.0058 -3.1663 0.372 1.813 0.414 0.253
H -0.1440 -1.4935 -3.4349 -0.543 -0.378 -0.321 0.204
H 2.2596 -0.9218 -2.6732 -0.660 0.826 -0.546 0.256
H -0.2677 0.1862 -1.3804 2.580 0.249 -0.211 0.429
H 2.3211 3.9685 -2.0511 -0.146 -0.742 0.453 0.239
H 1.5049 5.8272 -0.8540 0.064 -0.137 0.780 0.217
H 0.0000 5.6652 1.0897 -0.064 -1.045 -0.005 0.226
H -0.8756 3.3877 1.8059 0.401 0.122 -1.096 0.251
H 0.7264 0.4532 1.1863 1.034 0.074 -0.682 0.423
H -2.0603 -1.5182 3.7377 0.503 -0.894 -1.338 0.247
H -2.4098 -3.9247 3.0146 -0.460 0.600 -0.341 0.220
H -2.7775 -4.4843 0.7534 -0.479 -0.535 -0.857 0.227
H -2.6645 -2.7743 -0.9541 0.039 1.095 0.067 0.220
H -2.0713 -0.4082 -0.4258 0.125 0.184 0.518 0.227
H 2.0412 -3.6248 0.2129 0.160 0.731 -0.536 0.504
H 3.0419 -0.4573 -0.4048 1.324 3.542 -1.117 0.492

# 3
75
Properties=species:S:1:pos:R:3:forces:R:3:mulliken_charge:R:1 method="wB97M-V/def2-TZVPD" homo_energy_ev="-7.729 / -7.558" e_tot_ev=-66641.9736 multiplicity=1 de_lowest_kcal_mol=9.1
Sn 1.8971 0.3645 0.2225 0.186 -0.089 -0.137 0.678
O 3.3406 2.6617 -3.3485 -0.006 0.025 -0.030 -0.684
C 3.0637 1.8009 -2.5340 0.015 -0.065 0.006 0.166
N 2.8927 1.9739 -1.1752 -0.054 0.041 0.022 0.082
C 2.8670 3.1944 -0.6031 0.052 -0.003 -0.027 0.318
C 2.7431 4.4311 -1.2960 0.005 -0.016 0.013 -0.775
C 2.7021 5.6034 -0.6062 0.011 0.022 0.010 -0.614
C 2.7899 5.6228 0.8075 -0.001 0.002 0.015 -0.646
C 2.9120 4.4692 1.5222 -0.010 0.029 -0.031 -0.692
C 2.9470 3.2154 0.8579 -0.012 -0.095 0.031 0.586
N 2.9988 2.0078 1.4665 0.051 0.063 0.052 0.181
C 3.3606 1.8820 2.7929 0.083 -0.024 -0.093 0.079
O 3.8104 2.7587 3.5071 0.027 0.045 0.031 -0.706
C 3.2292 0.4915 3.3714 -0.087 0.017 -0.048 0.456
C 3.4546 0.3006 4.7260 0.015 -0.004 0.050 -0.607
C 3.2945 -0.9739 5.2438 0.008 0.018 0.006 -0.296
C 2.9111 -2.0036 4.3986 0.002 -0.001 0.010 -0.821
C 2.7089 -1.7171 3.0590 0.008 -0.003 -0.026 -0.021
N 2.8784 -0.4983 2.5591 -0.054 0.019 -0.031 -0.033
C 2.9365 0.3733 -3.0163 0.054 0.015 0.002 0.429
C 2.7951 0.1295 -4.3741 -0.008 0.004 -0.008 -0.533
C 2.6683 -1.1855 -4.7955 0.000 -0.007 -0.003 -0.428
C 2.6889 -2.2034 -3.8551 -0.015 0.017 -0.007 -0.625
C 2.8518 -1.8644 -2.5205 -0.059 0.046 -0.044 -0.079
N 2.9811 -0.6042 -2.1151 -0.089 -0.009 0.165 -0.248
H 2.6817 4.4191 -2.3698 -0.011 0.003 0.013 0.511
H 2.5951 6.5360 -1.1453 0.001 -0.004 0.004 0.406
H 2.7483 6.5706 1.3289 0.000 -0.007 0.000 0.421
H 2.9725 4.4895 2.5958 -0.005 0.012 -0.008 0.487
H 3.7421 1.1448 5.3353 -0.001 -0.009 -0.002 0.469
H 3.4579 -1.1608 6.2972 0.000 0.003 -0.005 0.419
H 2.7618 -3.0091 4.7663 0.000 0.002 0.002 0.400
H 2.3876 -2.4838 2.3633 0.003 0.013 -0.017 0.456
H 2.7856 0.9634 -5.0608 -0.004 -0.005 -0.002 0.470
H 2.5441 -1.4125 -5.8467 -0.005 0.003 0.005 0.418
H 2.5559 -3.2388 -4.1339 0.004 0.002 0.005 0.406
H 2.8418 -2.6261 -1.7510 0.011 -0.007 0.004 0.413
C -3.6201 -5.5417 0.9460 -0.008 -0.031 -0.041 -0.823
O -3.6798 -4.3501 1.7108 -0.013 0.050 0.037 -0.443
C -4.1816 -3.2510 1.1207 0.015 -0.018 -0.013 0.925
C -4.9098 -3.2573 -0.0705 -0.042 0.055 -0.008 -0.337
C -5.3636 -2.0611 -0.5962 0.029 -0.218 0.021 -0.372
C -5.0433 -0.8499 0.0174 -0.166 0.239 -0.150 -0.160
C -4.3462 -0.8591 1.2414 0.029 0.011 0.058 -0.174
C -3.9440 -2.0453 1.7919 0.036 0.012 -0.041 -0.556
N -5.4724 0.3137 -0.6060 0.082 -0.357 -0.014 -0.802
N -4.8990 1.4130 -0.2811 0.136 0.254 0.200 -0.234
C -3.6152 1.6475 -0.3347 -0.106 0.016 -0.079 -0.190
C -3.1653 2.7847 0.4361 0.013 0.037 0.047 -0.397
C -1.8666 2.9949 0.7088 0.005 0.006 -0.054 -0.937
C -0.8499 2.1333 0.1369 -0.050 -0.061 -0.025 0.469
O 0.3375 2.2401 0.4458 0.027 -0.013 0.154 0.130
C -1.2755 1.1345 -0.8701 0.021 -0.025 0.015 0.367
N -0.2802 0.5299 -1.5306 -0.059 0.049 -0.057 0.105
C -0.5966 -0.3565 -2.4574 0.032 -0.022 -0.024 -0.028
C -1.9165 -0.6629 -2.7847 0.006 -0.009 -0.009 -1.078
C -2.9368 -0.0494 -2.0985 -0.006 0.025 -0.030 -0.494
C -2.6249 0.8724 -1.0907 0.005 -0.046 -0.017 0.677
H -3.0870 -6.2620 1.5580 0.000 -0.025 0.012 0.247
H -3.0685 -5.3744 0.0187 -0.015 0.015 -0.016 0.324
H -4.6202 -5.9228 0.7270 0.006 -0.023 -0.005 0.328
H -5.1229 -4.1812 -0.5878 0.021 0.006 0.003 0.372
H -5.9393 -2.0443 -1.5130 0.008 0.006 0.004 0.467
H -4.1386 0.0687 1.7576 0.013 -0.013 -0.011 0.399
H -3.3935 -2.0757 2.7217 0.007 0.011 0.017 0.387
H -3.9424 3.3958 0.8779 0.004 0.010 -0.022 0.435
H -1.5305 3.7819 1.3700 -0.010 0.004 -0.016 0.509
H 0.2206 -0.8540 -2.9641 0.040 -0.027 0.008 0.154
H -2.1187 -1.3906 -3.5581 -0.002 0.007 0.007 0.437
H -3.9644 -0.2627 -2.3492 -0.033 -0.012 0.026 0.638
N -0.3196 -0.9018 1.4489 -0.295 -0.036 0.099 -0.817
C -0.7580 -1.7513 0.7758 0.174 0.023 -0.003 0.548
N -1.2699 -2.6944 0.0362 -0.065 -0.005 0.003 -0.313
C -0.5400 -3.1491 -0.9616 0.048 0.032 0.043 0.547
N 0.0451 -3.5845 -1.8675 -0.004 0.017 -0.044 -0.752

# 4
20
Properties=species:S:1:pos:R:3:forces:R:3:mulliken_spin:R:1 method="wB97M-V/def2-TZVPD" homo_energy_ev="-5.570 / -7.812" e_tot_ev=-9846.9652 multiplicity=2 s_squared=0.761 de_lowest_kcal_mol=8.5
C 1.6583 0.7700 0.4267 -0.031 0.356 -0.110 0.016
C 1.0199 1.9323 0.3319 -0.003 -0.139 -0.080 -0.014
N 0.9494 2.8909 1.3447 0.077 -0.126 0.095 0.001
N 1.6449 -0.2014 -0.6355 0.607 0.185 0.230 0.001
H 2.1932 0.5242 1.3368 -0.004 -0.196 -0.034 0.001
H 0.4770 2.1588 -0.5793 -0.133 0.040 0.057 -0.002
H 0.5896 3.7901 1.0805 0.107 0.027 -0.061 0.000
H 1.7671 2.9469 1.9328 -0.131 0.108 -0.008 0.000
H 2.2872 -0.9488 -0.4039 -0.040 -0.052 -0.137 0.002
H 1.9684 0.2096 -1.5028 -0.042 -0.079 -0.029 -0.001
C -1.8729 -1.7398 -0.7607 -0.538 0.419 -0.357 -0.079
C -1.9835 -1.4674 -2.0699 0.025 0.055 0.115 0.179
C -0.9563 -1.3068 1.4165 0.369 0.072 0.246 0.712
N -0.8664 -1.3051 0.0527 -0.249 -0.187 0.023 0.136
H -2.7028 -2.2312 -0.2618 0.232 -0.268 0.109 -0.005
H -1.3037 -0.7849 -2.5646 0.137 -0.214 -0.092 0.006
H -2.8180 -1.8599 -2.6285 -0.012 0.020 -0.044 0.001
H -0.1750 -0.8155 1.9720 0.001 -0.025 -0.024 0.032
H -1.8658 -1.6073 1.9085 -0.086 -0.038 -0.151 0.024
H -0.0106 -0.9548 -0.3961 -0.285 0.044 0.253 -0.010